# 1
{"formula": "C9H6Cl2FeIrN2O4", "method": "wB97M-V/def2-TZVPD", "symbols": ["Fe", "Ir", "Cl", "Cl", "C", "C", "C", "O", "O", "O", "N", "C", "O", "C", "C", "C", "N", "C", "C", "H", "H", "H", "H", "H", "H"], "xyz": [[0.478, -0.301, -4.185], [0.658, -0.709, -1.676], [-0.890, -1.621, -2.903], [1.484, 1.446, -3.506], [2.386, -0.307, -1.273], [-0.667, -1.939, -5.485], [1.387, -0.375, -6.422], [3.505, -0.022, -1.087], [-1.208, -2.197, -6.467], [1.276, -0.464, -7.560], [-1.030, 1.699, 4.892], [-1.182, 0.455, 4.366], [-1.776, -0.464, 4.910], [-0.597, 0.333, 2.997], [-0.110, 1.351, 2.152], [0.132, 1.040, 0.797], [0.028, -0.217, 0.322], [-0.390, -1.191, 1.130], [-0.605, -0.958, 2.479], [-1.513, 1.907, 5.757], [-0.417, 2.326, 4.406], [0.082, 2.373, 2.506], [0.429, 1.763, 0.034], [-0.513, -2.170, 0.690], [-0.947, -1.757, 3.127]], "forces_ev_per_angstrom": [[-0.1, -0.3, -3.1], [-2.4, -0.6, 2.4], [-2.1, -1.0, 0.0], [-0.3, 0.2, 0.2], [11.0, 2.0, 1.7], [-1.8, -0.4, -5.4], [-0.8, -0.1, -3.9], [-5.4, -1.4, -0.8], [1.9, 0.6, 4.2], [0.8, 0.4, 4.4], [-1.2, -3.4, -0.5], [2.1, 6.0, -0.1], [-1.1, -1.7, 0.9], [0.7, -1.4, -1.8], [-0.2, 0.3, -0.2], [0.3, 0.5, 0.8], [-0.9, 1.0, -0.1], [0.4, -0.7, 0.5], [-1.0, -0.3, 0.0], [0.2, 0.5, 0.4], [0.1, 0.5, 0.4], [-0.3, -0.4, -0.5], [0.0, 0.2, 0.7], [0.0, -0.3, 0.2], [0.1, -0.3, -0.3]], "lowdin_charge": [0.415, 1.067, 0.344, 0.409, -0.342, -0.067, 0.074, 0.256, 0.245, 0.241, 0.334, -0.273, 0.453, -0.048, 0.101, -0.038, -0.133, -0.039, 0.086, 0.185, 0.137, 0.154, 0.138, 0.143, 0.159], "energy_ev": -82817.199, "total_charge": 4, "max_force_ev_per_a": 11.27, "e_lumo_ev": [-14.42, -18.69], "orbital_gap_ha": [0.33974, 0.19168], "multiplicity": 10}


# 2
{"formula": "C8H9NO2P", "method": "wB97M-V/def2-TZVPD", "symbols": ["C", "C", "C", "C", "C", "C", "C", "C", "N", "O", "O", "P", "H", "H", "H", "H", "H", "H", "H", "H", "H"], "xyz": [[2.691, -0.789, -0.592], [1.838, -0.466, -1.636], [2.094, -1.414, 0.547], [0.420, -0.763, -1.517], [0.770, -1.834, 0.610], [0.029, -1.610, -0.511], [-2.598, 0.675, 0.239], [-2.190, 1.423, 1.426], [-3.280, 1.026, -0.765], [-2.415, -2.271, -1.445], [-1.811, -2.964, 0.973], [-1.685, -1.992, -0.144], [3.781, -0.642, -0.684], [2.236, 0.092, -2.496], [2.699, -1.590, 1.359], [-0.214, -0.566, -2.465], [0.382, -2.586, 1.287], [-2.701, 1.140, 2.358], [-2.348, 2.517, 1.149], [-1.158, 1.238, 1.468], [-3.360, 0.164, -1.446]], "forces_ev_per_angstrom": [[-1.1, -0.6, 0.7], [-1.5, 0.4, 0.2], [0.0, 0.5, -1.6], [2.0, 0.0, -3.2], [2.7, -0.6, -0.7], [-2.2, 1.4, 0.5], [-0.3, -3.7, -1.6], [-1.3, 2.1, -0.8], [0.3, -1.6, -0.5], [0.4, 0.9, 0.9], [0.3, 0.4, 0.6], [-2.8, 0.4, -2.3], [-0.7, 0.1, 0.3], [-0.4, -0.4, 0.3], [1.5, -0.6, 1.8], [0.7, -0.2, 2.1], [0.1, 0.6, 0.6], [0.2, 0.0, -0.5], [0.1, -0.8, 0.8], [1.6, -0.1, 0.7], [0.2, 1.9, 1.5]], "lowdin_charge": [-0.106, -0.104, -0.086, -0.074, -0.114, -0.347, -0.379, -0.159, -0.002, -0.437, -0.405, 0.512, 0.095, 0.089, 0.057, 0.134, 0.095, 0.072, 0.079, 0.029, 0.052], "energy_ev": -23315.817, "total_charge": -1, "max_force_ev_per_a": 4.05, "e_lumo_ev": [3.39, 3.39], "orbital_gap_ha": [0.23404, 0.23378]}


# 3
{"formula": "C28H29BGdNO3", "method": "wB97M-V/def2-TZVPD", "symbols": ["C", "C", "C", "H", "C", "C", "H", "C", "C", "C", "H", "C", "C", "H", "H", "H", "H", "H", "H", "Gd", "C", "C", "C", "H", "H", "H", "H", "H", "H", "C", "C", "H", "H", "O", "N", "C", "H", "C", "C", "H", "C", "H", "C", "H", "C", "H", "C", "H", "H", "H", "O", "B", "O", "C", "C", "C", "C", "C", "C", "H", "H", "H", "H"], "xyz": [[-0.858, -1.353, 3.144], [-1.508, -2.013, 2.054], [-0.536, -2.303, 1.047], [-2.558, -2.318, 2.035], [0.735, -1.856, 1.533], [0.544, -1.267, 2.826], [1.688, -1.983, 0.999], [-2.306, 1.937, 1.115], [-3.015, 0.694, 1.002], [-2.718, 0.133, -0.289], [-3.707, 0.268, 1.743], [-1.824, 1.016, -0.996], [-1.574, 2.129, -0.111], [-0.694, -2.874, 0.129], [1.309, -0.817, 3.461], [-1.322, -1.032, 4.086], [-0.998, 3.017, -0.379], [-3.189, -0.746, -0.736], [-2.313, 2.594, 1.995], [-0.578, 0.246, 1.266], [-1.674, 1.086, -2.523], [-2.460, 2.373, -2.945], [-2.365, -0.105, -3.218], [-3.522, 2.270, -2.675], [-2.400, 2.531, -4.033], [-2.056, 3.270, -2.446], [-3.432, -0.153, -2.929], [-1.873, -1.052, -2.959], [-2.329, 0.032, -4.313], [-0.193, 1.242, -3.036], [0.696, -0.024, -3.015], [0.293, 2.015, -2.431], [-0.237, 1.610, -4.075], [1.002, -0.644, -2.001], [1.281, -0.481, -4.150], [2.296, -1.544, -3.938], [1.344, 0.093, -4.986], [1.616, -2.707, -3.253], [2.142, -3.346, -2.116], [3.043, -2.917, -1.646], [1.521, -4.503, -1.598], [1.966, -5.012, -0.730], [0.344, -4.995, -2.171], [-0.114, -5.904, -1.789], [-0.267, -4.274, -3.201], [-1.238, -4.585, -3.588], [0.367, -3.140, -3.731], [-0.095, -2.560, -4.543], [3.090, -1.122, -3.298], [2.713, -1.801, -4.909], [0.166, 2.436, 3.690], [0.967, 1.859, 2.651], [2.311, 2.216, 2.889], [2.333, 2.927, 4.044], [3.432, 3.241, 4.814], [3.180, 3.565, 6.161], [1.880, 3.672, 6.654], [0.764, 3.471, 5.816], [1.029, 3.053, 4.535], [4.431, 3.185, 4.390], [4.034, 3.750, 6.820], [1.704, 3.930, 7.701], [-0.266, 3.566, 6.156]], "forces_ev_per_angstrom": [[0.5, -1.1, 0.0], [0.4, -0.4, 0.4], [0.4, -0.4, 1.0], [0.4, 0.3, -0.1], [-0.1, -0.9, 0.6], [-0.1, -1.2, 0.3], [-0.6, 0.2, 0.3], [-1.0, 0.2, -1.0], [-0.4, 0.6, -0.8], [0.0, 1.0, -0.1], [0.5, 0.2, -0.4], [-1.4, 0.5, 0.9], [-0.8, -0.1, 0.0], [0.0, 0.4, 0.3], [-0.3, -0.3, -0.3], [0.2, -0.1, -0.6], [-0.1, -0.3, 0.3], [0.3, 0.2, 0.4], [0.1, -0.3, -0.5], [2.0, 1.1, -1.4], [0.0, 0.1, -0.1], [0.3, -0.1, -0.1], [0.0, 0.1, 0.0], [0.4, 0.0, 0.0], [0.0, -0.1, 0.2], [-0.2, -0.4, -0.2], [0.6, 0.0, -0.1], [-0.2, 0.1, -0.1], [0.1, -0.1, 0.4], [-0.3, -0.6, -0.3], [0.4, 0.3, 0.8], [0.1, -0.2, -0.1], [0.0, -0.1, 0.3], [-1.0, 1.2, 1.0], [0.5, 0.3, -0.9], [-0.6, 0.9, 0.5], [-0.2, -0.2, 0.4], [-0.5, -1.1, 0.3], [0.0, -0.3, -0.4], [-0.5, -0.4, -0.2], [0.4, 0.4, -0.1], [-0.2, 0.3, -0.5], [0.1, 0.5, 0.1], [0.0, 0.2, 0.0], [0.3, 0.3, 0.0], [0.3, 0.0, 0.0], [0.3, -0.2, -0.2], [0.1, -0.4, 0.4], [-0.2, -0.4, -0.2], [0.0, -0.1, 0.0], [0.0, -0.3, -1.1], [-0.2, 0.6, 0.4], [-0.5, -0.2, -1.0], [-0.4, -0.1, 1.1], [-0.1, 0.1, 0.3], [0.3, 0.3, -0.3], [-0.4, 0.3, -0.1], [0.4, 0.1, 0.5], [0.8, -0.3, 0.4], [-0.1, -0.1, 0.3], [-0.4, 0.0, -0.2], [0.2, -0.1, -0.4], [0.3, -0.1, 0.1]], "lowdin_charge": [-0.220, -0.209, -0.196, 0.111, -0.224, -0.259, 0.112, -0.241, -0.220, -0.136, 0.112, -0.279, -0.191, 0.105, 0.104, 0.116, 0.113, 0.113, 0.114, 1.507, -0.470, -0.043, -0.046, 0.098, 0.082, 0.082, 0.091, 0.082, 0.093, -0.029, -0.453, 0.128, 0.116, 0.043, 0.061, -0.110, 0.143, -0.241, -0.044, 0.118, -0.086, 0.107, -0.105, 0.099, -0.084, 0.101, -0.054, 0.113, 0.129, 0.125, 0.078, -0.368, 0.115, -0.231, 0.005, -0.093, -0.090, 0.004, -0.240, 0.119, 0.102, 0.101, 0.120], "energy_ev": -58650.431, "max_force_ev_per_a": 2.71, "e_lumo_ev": [0.43, -0.48], "orbital_gap_ha": [0.31441, 0.27920], "multiplicity": 8}


# 4
{"formula": "C22H34N4O2", "method": "wB97M-V/def2-TZVPD", "symbols": ["O", "C", "C", "N", "C", "C", "C", "C", "C", "C", "N", "C", "C", "C", "C", "C", "N", "C", "O", "C", "N", "C", "C", "C", "C", "C", "C", "C", "H", "H", "H", "H", "H", "H", "H", "H", "H", "H", "H", "H", "H", "H", "H", "H", "H", "H", "H", "H", "H", "H", "H", "H", "H", "H", "H", "H", "H", "H", "H", "H", "H", "H"], "xyz": [[3.956, 2.905, -0.505], [3.698, 1.811, -0.052], [4.796, 0.800, 0.303], [4.285, -0.556, 0.320], [4.884, -1.428, 1.312], [6.391, -1.686, 1.149], [6.745, -2.866, 0.239], [5.856, -3.026, -0.999], [5.416, -1.712, -1.644], [4.145, -1.134, -1.004], [2.465, 1.331, 0.236], [1.214, 1.916, 0.058], [1.050, 3.223, -0.391], [-0.228, 3.732, -0.538], [-1.339, 2.964, -0.247], [-1.177, 1.654, 0.203], [-2.322, 0.909, 0.488], [-2.440, -0.386, 0.864], [-1.528, -1.159, 1.070], [-3.906, -0.791, 1.047], [-4.778, -0.030, 0.178], [-6.109, 0.206, 0.698], [-6.919, -1.036, 1.101], [-7.473, -1.833, -0.076], [-6.409, -2.274, -1.079], [-5.846, -1.104, -1.888], [-4.664, -0.377, -1.234], [0.100, 1.135, 0.356], [5.628, 0.963, -0.396], [5.150, 1.066, 1.303], [4.338, -2.374, 1.294], [4.707, -0.963, 2.287], [6.825, -1.872, 2.133], [6.854, -0.774, 0.767], [6.690, -3.792, 0.816], [7.784, -2.746, -0.078], [4.961, -3.596, -0.737], [6.406, -3.621, -1.732], [5.192, -1.893, -2.698], [6.225, -0.981, -1.605], [3.397, -1.933, -0.936], [3.739, -0.354, -1.654], [2.473, 0.370, 0.570], [1.915, 3.821, -0.621], [-0.358, 4.746, -0.886], [-2.333, 3.370, -0.365], [-3.212, 1.371, 0.331], [-3.964, -1.881, 0.915], [-4.163, -0.567, 2.087], [-5.993, 0.838, 1.587], [-6.661, 0.784, -0.046], [-7.754, -0.708, 1.724], [-6.291, -1.685, 1.715], [-7.980, -2.718, 0.316], [-8.222, -1.233, -0.599], [-5.601, -2.798, -0.565], [-6.869, -2.984, -1.770], [-5.491, -1.467, -2.855], [-6.652, -0.396, -2.089], [-3.766, -0.989, -1.348], [-4.498, 0.552, -1.800], [0.225, 0.122, 0.703]], "forces_ev_per_angstrom": [[0.1, 0.2, -0.1], [0.1, -0.3, 0.1], [0.0, 0.0, -0.1], [0.0, 0.0, 0.1], [0.2, 0.1, 0.3], [-0.2, -0.2, 0.0], [0.0, 0.0, 0.0], [0.2, 0.1, 0.0], [-0.2, -0.1, 0.1], [0.1, 0.0, -0.2], [-0.2, -0.4, 0.2], [-0.3, 0.5, -0.1], [0.3, 0.1, 0.0], [-0.1, -0.2, 0.1], [-0.1, 0.0, 0.0], [0.4, 0.1, 0.0], [-0.2, 0.3, -0.1], [-0.3, 0.0, 0.0], [0.2, -0.2, 0.1], [0.0, 0.0, -0.1], [0.0, -0.2, 0.2], [-0.2, 0.0, 0.4], [-0.1, 0.2, -0.3], [0.2, -0.2, 0.2], [-0.3, 0.1, -0.1], [0.2, -0.1, 0.2], [-0.1, 0.2, -0.4], [0.1, -0.1, 0.0], [-0.1, 0.0, 0.1], [0.0, 0.0, 0.0], [0.0, 0.0, 0.1], [0.0, -0.1, 0.0], [0.0, 0.1, 0.0], [0.0, 0.1, 0.1], [0.1, 0.0, 0.0], [0.0, -0.1, 0.0], [0.0, -0.1, 0.0], [-0.1, -0.1, 0.0], [0.0, 0.1, 0.0], [0.1, 0.1, -0.1], [0.0, 0.0, -0.1], [-0.1, -0.1, 0.0], [0.1, 0.2, -0.1], [0.0, 0.0, 0.0], [0.0, 0.1, 0.0], [-0.1, 0.0, 0.0], [0.1, -0.2, 0.0], [0.1, 0.1, 0.0], [0.0, -0.1, 0.0], [-0.1, 0.0, -0.1], [-0.1, 0.1, 0.1], [0.0, 0.0, 0.1], [0.0, 0.0, 0.1], [-0.1, 0.0, 0.0], [-0.1, 0.0, 0.0], [0.1, -0.1, 0.0], [0.1, 0.0, 0.0], [0.0, 0.1, 0.0], [0.0, 0.0, -0.1], [0.0, 0.0, 0.0], [0.1, -0.2, -0.1], [0.0, -0.1, 0.0]], "lowdin_charge": [0.067, -0.453, -0.102, -0.209, -0.181, -0.179, -0.206, -0.209, -0.174, -0.184, 0.136, -0.205, -0.019, -0.079, -0.040, -0.216, 0.137, -0.457, 0.065, -0.110, -0.201, -0.187, -0.183, -0.212, -0.198, -0.181, -0.179, 0.051, 0.128, 0.139, 0.126, 0.119, 0.108, 0.101, 0.106, 0.107, 0.104, 0.105, 0.110, 0.110, 0.125, 0.123, 0.136, 0.097, 0.104, 0.106, 0.134, 0.126, 0.138, 0.119, 0.124, 0.110, 0.104, 0.107, 0.111, 0.109, 0.107, 0.110, 0.105, 0.125, 0.119, 0.104], "energy_ev": -33422.428, "max_force_ev_per_a": 0.58, "e_lumo_ev": 0.74, "orbital_gap_ha": 0.32334}


# 5
{"formula": "C4H12NO2", "method": "wB97M-V/def2-TZVPD", "symbols": ["C", "N", "C", "C", "C", "O", "H", "H", "H", "H", "H", "H", "H", "H", "H", "H", "H", "H", "O"], "xyz": [[3.043, -0.037, 0.053], [1.966, -0.897, 0.525], [1.173, -1.102, -0.670], [-0.651, 1.529, 0.152], [-1.297, 0.263, 0.398], [-2.150, -0.281, -0.493], [3.939, -0.025, 0.711], [3.415, -0.333, -0.968], [2.734, 1.030, -0.039], [0.113, -1.370, -0.466], [1.196, -0.265, -1.404], [1.405, -2.054, -1.231], [-0.567, 1.789, -0.902], [-0.349, 2.253, 0.901], [-0.094, 0.379, 0.282], [-1.483, -0.105, 1.435], [-5.088, -0.480, 0.706], [-3.054, -0.156, -0.020], [-4.251, -0.138, 1.028]], "forces_ev_per_angstrom": [[0.2, -0.5, 0.3], [-0.3, 1.0, -1.2], [-0.2, -1.5, 0.6], [-1.2, -2.2, -0.3], [-5.0, 2.1, 0.4], [3.0, 0.8, 0.0], [-0.4, -0.1, -0.1], [0.0, 0.2, 0.4], [0.1, 0.2, -0.2], [0.0, 0.4, 0.2], [-0.2, -0.1, 0.0], [0.5, 0.5, -0.2], [-0.1, 0.0, 0.3], [0.5, -0.8, 0.2], [3.3, 0.0, -0.2], [0.8, 0.3, -0.7], [0.1, 0.0, -0.1], [-2.2, -0.6, 1.4], [1.1, 0.3, -0.8]], "lowdin_charge": [-0.363, -0.279, -0.381, 0.143, -0.263, -0.028, 0.037, 0.043, 0.023, 0.039, 0.053, 0.056, 0.110, 0.108, 0.104, 0.176, -0.127, 0.031, -0.480], "energy_ev": -9921.638, "total_charge": -1, "max_force_ev_per_a": 5.44, "e_lumo_ev": 2.38, "orbital_gap_ha": 0.16802}


Energy above the lowest of the compared OMol25 structures with the same formula, charge and spin list, top to bottom, in kJ/mol: 202.6, 0.0, 120.4, 145.1, 635.5